Record 1
Formula: C32H64Cl14NO2
Source: the OMol25 dataset
Level of theory: the ωB97M-V functional and the def2-TZVPD basis

Calculated values
- Multiplicity: 2
- <S²>: 0.7540

Each line ends with the Mulliken spin population.
Element x y z (Å)
C: 4.11184 -2.58847 -1.54640  0.00
C: 3.15028 -2.09537 -0.39186  0.00
C: 2.67899 -0.62997 -0.67716  0.00
C: 1.10397 -0.46744 -0.64394  0.00
O: 0.77604 0.58111 -1.54797  0.00
C: -0.18498 0.14820 -2.51860  0.00
C: -0.40484 1.43005 -3.44118  0.00
C: 0.89604 2.30129 -3.44089  0.00
C: 0.93094 3.34410 -4.62526  0.00
C: 2.34478 4.05426 -4.50074  0.00
C: 0.90123 2.66705 -6.03263  0.00
C: 0.36303 -0.97203 -3.47072  0.00
C: -0.69113 -1.94259 -4.10173  0.03
C: -0.98702 -1.55290 -5.61207  0.04
C: 0.03059 -3.35562 -4.21500  0.00
N: -1.89477 -2.18421 -3.30270  0.37
O: -2.71032 -3.01718 -3.83287  0.56
C: -2.53958 -0.98924 -2.74882  -0.02
C: -3.65606 -1.51703 -1.75068  0.00
C: -3.30114 -0.09196 -3.78134  0.03
C: -1.57038 -0.13668 -1.84559  0.02
H: 4.34255 -1.77870 -2.27478  0.00
H: 3.66592 -3.41096 -2.13987  0.00
H: 5.09200 -2.86971 -1.11302  0.00
H: 3.77392 -2.09416 0.53053  0.00
H: 2.31796 -2.80197 -0.20072  0.00
H: 3.08518 0.10876 0.04881  0.00
H: 2.98306 -0.25259 -1.67772  0.00
H: 0.81682 -0.20285 0.40261  0.00
H: 0.60898 -1.43566 -0.86023  0.01
H: -0.60256 1.15645 -4.49511  0.00
H: -1.25276 2.05364 -3.09534  0.00
H: 1.00755 2.90394 -2.51876  0.00
H: 1.77188 1.63843 -3.61697  0.00
H: 0.13635 4.10444 -4.50190  0.00
H: 2.30247 5.13170 -4.73937  0.00
H: 3.12122 3.50844 -5.07389  0.00
H: 2.64728 3.96655 -3.42879  0.00
H: 1.32872 3.38049 -6.77619  0.00
H: 1.52149 1.75267 -6.09388  0.00
H: -0.15613 2.51843 -6.33304  0.00
H: 0.84960 -0.44418 -4.32333  0.00
H: 1.16934 -1.59276 -3.02468  0.00
H: -2.02241 -1.80376 -5.91148  0.00
H: -0.81748 -0.47812 -5.81877  -0.01
H: -0.27998 -2.12020 -6.25449  0.00
H: -0.08246 -3.90731 -3.25908  -0.01
H: -0.39611 -3.91649 -5.06814  0.00
H: 1.10558 -3.20089 -4.44741  0.00
H: -4.60620 -1.66903 -2.29197  0.00
H: -3.80197 -0.80813 -0.89588  0.00
H: -3.31603 -2.50399 -1.37455  -0.02
H: -2.66755 0.33048 -4.58198  0.00
H: -4.17040 -0.66114 -4.16718  0.00
H: -3.70823 0.77182 -3.20805  0.00
H: -1.51833 -0.65969 -0.87006  0.00
H: -2.10748 0.81721 -1.65487  0.00
Cl: 6.26052 -5.51245 -0.78279  0.00
C: 6.30455 -6.31068 -2.37406  0.00
C: 7.10264 -5.51860 -3.38309  0.00
Cl: 6.28523 -3.99960 -3.83018  0.00
H: 5.27857 -6.45998 -2.70664  0.00
H: 6.76131 -7.28894 -2.22448  0.00
H: 7.21927 -6.09732 -4.29937  0.00
H: 8.09392 -5.27318 -3.00647  0.00
Cl: -5.97315 -0.01825 -0.43511  0.00
C: -6.32138 -0.31420 1.28706  0.00
C: -5.62330 0.67976 2.18485  0.00
Cl: -3.85700 0.45096 2.18886  0.00
H: -6.02947 -1.33718 1.51865  0.00
H: -7.40083 -0.23047 1.41216  0.00
H: -5.96092 0.55155 3.21317  0.00
H: -5.82944 1.70537 1.88447  0.00
Cl: -4.01197 3.99821 4.54094  0.00
C: -3.50961 3.37405 6.13577  0.00
C: -3.31509 1.87734 6.12323  0.00
Cl: -4.85524 1.00162 5.92944  0.00
H: -4.25730 3.67286 6.86523  0.00
H: -2.56759 3.86443 6.38886  0.00
H: -2.88429 1.55444 7.07031  0.00
H: -2.64798 1.56653 5.32047  0.00
Cl: 2.98302 -6.01631 3.37540  0.00
C: 1.59272 -5.57881 2.35086  0.00
C: 1.51221 -6.43089 1.10544  0.00
Cl: 2.84004 -6.08362 -0.02952  0.00
H: 1.67353 -4.52100 2.10619  0.00
H: 0.69679 -5.72374 2.95438  0.00
H: 0.58124 -6.22428 0.57727  0.00
H: 1.54045 -7.49252 1.34404  0.00
Cl: -0.79445 3.66457 7.96355  0.00
C: -1.00802 3.66490 9.73634  0.00
C: -2.08694 2.70855 10.18923  0.00
Cl: -3.71443 3.24837 9.70543  0.00
H: -1.22087 4.68561 10.04846  0.00
H: -0.05218 3.36728 10.16705  0.00
H: -2.08703 2.64332 11.27394  0.00
H: -1.93014 1.70986 9.78859  0.00
Cl: 3.24903 7.55306 -4.08722  0.00
C: 2.79659 8.63204 -5.43199  0.00
C: 1.35742 8.44780 -5.85652  0.00
Cl: 1.08204 6.87281 -6.64190  0.00
H: 3.48323 8.44873 -6.25636  0.00
H: 2.94769 9.65291 -5.08131  0.00
H: 1.08739 9.21423 -6.58292  0.00
H: 0.67830 8.52544 -5.00945  0.00
Cl: 0.90958 -0.05513 11.54287  0.00
C: -0.19745 -1.42322 11.82372  0.00
C: -1.56245 -1.17769 11.22572  0.00
Cl: -2.44681 0.10841 12.08472  0.00
H: -0.25621 -1.59603 12.89658  0.00
H: 0.25605 -2.29874 11.35965  0.00
H: -2.16740 -2.08105 11.29862  0.00
H: -1.49367 -0.89763 10.17553  0.00


Record 2
Formula: C24H61BClInNO6
Source: the OMol25 dataset
Level of theory: the ωB97M-V functional and the def2-TZVPD basis

Calculated values
- Multiplicity: 1
- Net charge: -1

Each line ends with the Löwdin charge.
Element x y z (Å)
C: 3.79799 -1.20460 0.27600  -0.07
C: 4.00598 -0.91680 -1.20943  -0.41
C: 5.36040 -1.48477 -1.63595  -0.08
C: 3.88984 0.58670 -1.50084  -0.34
C: 4.33103 0.95330 -2.92226  -0.07
C: 2.48479 1.11842 -1.17109  -0.40
O: 1.46582 0.37774 -1.76972  -0.38
In: -0.40607 1.12153 -1.26152  0.43
Cl: -0.88917 2.94774 -2.84386  -0.18
B: -2.05062 -0.47224 -1.27317  -0.61
O: -1.95739 -1.49950 -0.32010  0.03
N: -3.16963 -0.47047 -2.19954  -0.17
C: -3.98670 -1.67060 -2.23535  -0.12
C: -4.00987 0.71550 -2.04990  -0.12
H: 4.51613 -0.63801 0.88069  0.08
H: 3.96504 -2.26415 0.49427  0.06
H: 2.79308 -0.93958 0.60713  0.07
H: 3.20368 -1.41382 -1.76532  0.14
H: 6.16911 -1.01312 -1.06598  0.08
H: 5.55871 -1.35623 -2.70084  0.06
H: 5.40303 -2.55599 -1.41687  0.06
H: 4.56577 1.10237 -0.79898  0.14
H: 4.09299 0.17000 -3.64717  0.07
H: 3.83695 1.86771 -3.25659  0.07
H: 5.41208 1.10988 -2.97123  0.07
H: 2.37847 1.12737 -0.07202  0.08
H: 2.46256 2.18145 -1.47497  0.10
H: -0.13687 1.89999 0.30009  -0.06
H: -1.87685 -2.39628 -0.65060  0.07
H: -3.36062 -2.56528 -2.25865  0.07
H: -4.59171 -1.67928 -3.14881  0.08
H: -4.66616 -1.75687 -1.37459  0.09
H: -4.71845 0.60713 -1.21699  0.09
H: -3.39485 1.59503 -1.85599  0.04
H: -4.58066 0.90795 -2.96646  0.08
C: 5.39889 -5.40141 2.46485  -0.08
C: 6.18281 -5.13934 1.18966  -0.28
O: 6.74132 -3.84165 1.11547  -0.17
C: 7.67381 -3.50597 2.12366  -0.28
C: 8.91289 -4.38658 2.13732  -0.08
H: 4.65297 -4.62021 2.61639  0.08
H: 4.88577 -6.36150 2.38970  0.07
H: 6.04258 -5.43895 3.34503  0.06
H: 5.51795 -5.19981 0.32774  0.12
H: 6.95720 -5.90501 1.05515  0.11
H: 7.19721 -3.50969 3.11135  0.11
H: 7.95166 -2.47434 1.90727  0.12
H: 8.68777 -5.40989 2.44144  0.06
H: 9.64150 -3.98488 2.84350  0.07
H: 9.36865 -4.41525 1.14654  0.08
C: -3.83453 3.58398 4.16519  -0.08
C: -4.66474 2.70690 3.24053  -0.29
O: -4.00654 2.34160 2.04597  -0.16
C: -2.81928 1.57521 2.21115  -0.27
C: -3.04564 0.23722 2.89394  -0.07
H: -3.45290 4.45138 3.62434  0.08
H: -4.45402 3.92942 4.99548  0.07
H: -2.98475 3.04550 4.58626  0.07
H: -5.55338 3.25217 2.91779  0.12
H: -5.01772 1.82236 3.78417  0.10
H: -2.05420 2.15324 2.73996  0.11
H: -2.43394 1.40546 1.20848  0.07
H: -3.33018 0.34290 3.94321  0.06
H: -2.12433 -0.34493 2.84827  0.08
H: -3.82623 -0.32389 2.37697  0.08
C: -9.55135 0.85890 4.43779  -0.08
C: -8.35487 0.75835 5.36866  -0.28
O: -7.61971 1.96247 5.49255  -0.17
C: -8.32575 3.07057 6.01742  -0.28
C: -8.84269 2.86106 7.43118  -0.08
H: -9.24490 1.25546 3.46911  0.08
H: -9.98167 -0.13214 4.28591  0.08
H: -10.33576 1.50109 4.84098  0.06
H: -7.63710 0.03942 4.97368  0.12
H: -8.66963 0.39335 6.35391  0.11
H: -9.14967 3.35622 5.35267  0.11
H: -7.60481 3.88831 6.00187  0.12
H: -9.63567 2.11311 7.47308  0.06
H: -9.25123 3.79716 7.81522  0.07
H: -8.03299 2.54021 8.08808  0.08
C: 2.14171 2.63552 -6.81562  -0.07
C: 3.45164 2.35885 -7.52973  -0.28
O: 4.11973 1.20196 -7.04890  -0.17
C: 3.38011 -0.00434 -7.11421  -0.29
C: 2.98936 -0.41245 -8.52536  -0.09
H: 2.29041 2.69616 -5.73718  0.08
H: 1.70128 3.57229 -7.15949  0.08
H: 1.41465 1.84536 -7.00453  0.07
H: 4.15684 3.17664 -7.38040  0.11
H: 3.28114 2.27265 -8.61121  0.10
H: 2.49410 0.04723 -6.47390  0.11
H: 4.04105 -0.75436 -6.67853  0.12
H: 2.25303 0.26530 -8.95972  0.06
H: 2.54833 -1.41051 -8.50783  0.07
H: 3.86595 -0.43013 -9.17561  0.08


Record 3
Formula: C5H8O
Source: the OMol25 dataset
Level of theory: the ωB97M-V functional and the def2-TZVPD basis

Calculated values
- SMILES: O[C@H]1C[C@H]2C[C@H]21
- Multiplicity: 1
- Energy relative to the best compared isomer or geometry (same formula, charge and spin): 262.7 kJ/mol

Each line ends with the Löwdin charge.
Element x y z (Å)
O: -1.44413 1.80670 0.17168  -0.01
C: -0.76003 0.61217 0.43731  -0.41
C: -1.06517 -0.60941 -0.41975  -0.09
C: 0.31936 -1.11067 -0.02249  -0.17
C: 1.44803 -0.38335 -0.63475  -0.12
C: 0.73714 0.39569 0.41672  -0.14
H: -0.84101 2.55013 0.27648  0.09
H: -0.92378 0.30481 1.47720  0.14
H: -1.20140 -0.36610 -1.47963  0.12
H: -1.91510 -1.20383 -0.07829  0.11
H: 0.41553 -2.03979 0.53095  0.13
H: 1.54086 -0.11707 -1.68036  0.10
H: 2.37900 -0.74528 -0.19045  0.11
H: 1.31069 0.90602 1.19538  0.13


Record 4
Formula: C5H15NO
Source: the OMol25 dataset
Level of theory: the ωB97M-V functional and the def2-TZVPD basis

Calculated values
- SMILES: CC=O.CNC.C
- Multiplicity: 1
- Energy relative to the best compared isomer or geometry (same formula, charge and spin): 131.2 kJ/mol

Each line ends with the Löwdin charge.
Element x y z (Å)
C: 2.96164 -0.93168 0.86538  -0.06
C: 1.53406 -1.35407 0.77405  -0.33
O: 0.70168 -1.18209 1.62594  0.03
H: 3.12027 -0.27044 1.71417  0.09
H: 3.57761 -1.82905 0.99224  0.09
H: 3.27203 -0.45940 -0.05374  0.06
H: 1.28255 -1.88434 -0.16343  0.12
C: -2.26534 1.12629 0.60247  -0.15
N: -1.54830 -0.01725 0.07986  -0.21
C: -2.34724 -0.81943 -0.82052  -0.14
H: -1.61440 1.66873 1.28515  0.08
H: -2.52965 1.78426 -0.22754  0.08
H: -3.19141 0.85763 1.13435  0.07
H: -1.21012 -0.58716 0.85027  0.07
H: -3.27908 -1.19376 -0.36739  0.07
H: -2.61277 -0.21303 -1.68841  0.08
H: -1.75874 -1.67115 -1.15748  0.07
C: 1.18188 1.39079 -1.08618  -0.04
H: 1.75335 0.76912 -1.76277  0.02
H: 0.81988 2.25489 -1.62876  0.02
H: 1.81354 1.72498 -0.27509  0.02
H: 0.33853 0.83622 -0.69247  -0.02


Record 5
Formula: C3H9PS3
Source: the OMol25 dataset
Level of theory: the ωB97M-V functional and the def2-TZVPD basis

Calculated values
- Multiplicity: 3
- <S²>: 2.0135
- Energy relative to the best compared isomer or geometry (same formula, charge and spin): 195.9 kJ/mol

Each line ends with the Mulliken spin population.
Element x y z (Å)
C: 2.49329 -0.84078 0.38391  0.00
C: -2.25835 2.02613 0.68709  -0.03
C: 1.32840 -0.80050 -0.59090  0.07
P: -0.62223 -0.61862 0.07847  0.18
S: -1.02642 -1.20860 1.85114  0.22
S: -1.78058 -1.39097 -1.61147  0.90
S: -0.71230 1.45468 -0.13754  0.62
H: 2.41825 -1.76123 1.05561  0.00
H: 3.37525 -0.90065 -0.14813  0.00
H: 2.32811 -0.06425 1.18051  0.00
H: -2.42990 3.02890 0.44279  0.00
H: -2.03876 1.89583 1.70671  0.02
H: -2.99676 1.35865 0.25445  0.01
H: 1.43551 -1.67595 -1.33885  0.00
H: 1.50790 0.03246 -1.28596  -0.01
H: -1.02143 -0.53509 -2.52784  0.02


Record 6
Formula: C5H6
Source: the OMol25 dataset
Level of theory: the ωB97M-V functional and the def2-TZVPD basis

Calculated values
- SMILES: C1=CCC=C1
- Multiplicity: 1
- Energy relative to the best compared isomer or geometry (same formula, charge and spin): 15.8 kJ/mol

Each line ends with the Löwdin charge.
Element x y z (Å)
C: -0.29275 0.27548 1.23834  -0.10
C: -1.03251 0.64761 0.17914  -0.10
C: -0.35162 0.09197 -1.05398  -0.20
C: 0.89027 -0.58670 -0.51421  -0.12
C: 0.90056 -0.48881 0.79139  -0.12
H: -0.49368 0.51384 2.28273  0.10
H: -1.84048 1.35361 0.25105  0.09
H: -1.00837 -0.65136 -1.58574  0.13
H: -0.14969 0.81899 -1.84933  0.11
H: 1.65416 -1.09098 -1.11721  0.11
H: 1.72410 -0.88366 1.37783  0.10


Record 7
Formula: CH3NO
Source: the OMol25 dataset
Level of theory: the ωB97M-V functional and the def2-TZVPD basis

Calculated values
- Multiplicity: 1
- Energy relative to the best compared isomer or geometry (same formula, charge and spin): 680.3 kJ/mol

Each line ends with the Löwdin charge.
Element x y z (Å)
C: -0.25204 0.14093 -0.49275  -0.29
N: 0.00592 -0.89432 0.42975  0.04
O: 0.97356 -0.48699 -0.42275  -0.08
H: -0.85153 -0.06274 -1.48515  0.13
H: -0.21293 1.21898 -0.41959  0.09
H: 0.33702 0.08415 2.39048  0.11


Record 8
Formula: C8H10ClNO2Si
Source: the OMol25 dataset
Level of theory: the ωB97M-V functional and the def2-TZVPD basis

Calculated values
- Multiplicity: 1
- Energy relative to the best compared isomer or geometry (same formula, charge and spin): 241.2 kJ/mol

Each line ends with the Löwdin charge.
Element x y z (Å)
C: 2.84504 1.35162 -0.79821  -0.06
C: 2.04936 2.31960 -0.12989  -0.06
C: 2.43211 0.01632 -0.71598  -0.09
C: 0.89047 1.98107 0.57653  -0.08
C: 1.22226 -0.30043 -0.13957  -0.13
C: 0.47015 0.64205 0.58863  -0.31
C: -1.41517 -1.85374 1.78895  -0.17
C: -2.46757 -0.47005 -1.11799  -0.03
N: -1.34712 -1.10376 -1.63168  -0.52
O: -1.17485 -2.31496 -1.40298  -0.03
O: -0.57362 -0.38335 -2.30726  -0.02
Si: -1.10204 -0.00130 1.33258  0.36
Cl: -2.15896 1.36476 2.21055  0.46
H: 3.79615 1.81075 -1.20025  0.12
H: 2.42596 3.30919 -0.26564  0.09
H: 3.06334 -0.76024 -1.21800  0.13
H: 0.40971 2.63309 1.13050  0.04
H: 1.05742 -1.40561 -0.21949  0.12
H: -1.17157 -2.31129 0.89884  -0.04
H: -0.61372 -2.02265 2.62617  0.08
H: -2.46353 -1.77703 2.17939  0.05
H: -3.25561 -1.06608 -0.59512  0.07
H: -2.91821 0.34205 -1.59009  0.04


E list, top to bottom, in a.u.: -7905.495074, -2132.449622, -270.457842, -329.457629, -1655.453652, -194.074468, -169.648486, -1265.621033